Entry 1:
# C22H66O11

11 unconnected molecules or ions with the total composition C22H66O11 at a distorted geometry (the ωB97M-V functional and the def2-TZVPD basis, OMol25).

Results
**Spin multiplicity**: 1
**LUMO level**: 0.1021 eV
**HOMO-LUMO gap**: 9.72 eV
**HOMO level**: -9.6180 eV
**Largest force on an atom**: 0.38601 hartree/bohr
**Molecular weight**: 506.8 g mol⁻¹
**ΔE to the lowest compared entry with this formula, charge and spin**: 1686.1 kJ/mol

Positions of all 99 atoms, in Å:
1 C -1.66 -1.27 -4.60
2 C -2.23 0.18 -4.78
3 O -1.00 1.05 -4.91
4 H -0.90 -1.37 -3.85
5 H -1.51 -1.77 -5.65
6 H -2.36 -1.88 -4.24
7 H -2.70 0.67 -3.96
8 H -2.81 0.34 -5.53
9 H -1.35 1.74 -4.75
10 C 1.11 -5.25 -1.04
11 C -0.11 -4.35 -1.23
12 O -0.72 -4.11 0.05
13 H 1.52 -5.69 -1.91
14 H 1.01 -5.83 -0.16
15 H 1.93 -4.46 -0.66
16 H -0.87 -4.83 -2.06
17 H 0.20 -3.41 -1.72
18 H -0.13 -3.54 0.42
19 C -0.77 3.70 -2.50
20 C -2.05 4.30 -2.97
21 O -2.60 3.45 -3.95
22 H -1.03 2.80 -2.03
23 H -0.27 4.25 -1.65
24 H -0.01 3.53 -3.13
25 H -1.79 5.26 -3.52
26 H -2.71 4.71 -2.44
27 H -3.61 3.37 -3.94
28 C 0.88 -3.54 3.11
29 C 1.31 -2.10 2.50
30 O 1.13 -2.12 1.18
31 H 1.25 -3.62 3.95
32 H 1.36 -4.27 2.40
33 H -0.26 -3.51 3.01
34 H 2.30 -2.06 2.58
35 H 0.73 -1.36 2.99
36 H 1.27 -1.27 0.80
37 C -2.54 -1.50 1.64
38 C -3.86 -1.35 2.50
39 O -3.93 0.04 2.90
40 H -1.62 -1.27 2.19
41 H -2.60 -0.86 0.88
42 H -2.58 -2.58 1.07
43 H -3.78 -1.89 3.35
44 H -4.61 -1.73 1.72
45 H -3.30 0.09 3.64
46 C -4.03 2.30 0.25
47 C -5.14 1.28 0.05
48 O -5.73 1.20 1.31
49 H -3.60 2.06 0.92
50 H -4.24 3.34 0.45
51 H -3.14 2.23 -0.41
52 H -4.79 0.25 0.23
53 H -5.75 1.40 -0.86
54 H -5.17 0.75 1.83
55 C -1.35 2.23 3.40
56 C -1.24 1.72 4.82
57 O -2.42 1.59 5.43
58 H -2.01 3.23 3.32
59 H -2.00 1.47 2.78
60 H -0.28 2.37 3.07
61 H -0.60 2.49 5.43
62 H -0.71 0.84 4.58
63 H -2.37 1.25 6.31
64 C 2.31 -1.76 -3.65
65 C 2.91 -2.03 -2.30
66 O 3.95 -3.05 -2.44
67 H 1.68 -2.57 -3.98
68 H 3.16 -1.78 -4.39
69 H 1.79 -0.84 -3.68
70 H 2.00 -2.42 -1.64
71 H 3.44 -1.12 -1.65
72 H 4.02 -3.59 -1.48
73 C -0.33 0.12 -1.38
74 C 0.03 1.08 -0.14
75 O 1.03 0.49 0.71
76 H -0.79 -0.79 -1.05
77 H 0.53 0.04 -2.09
78 H -1.16 0.64 -1.67
79 H -0.72 1.36 0.57
80 H 0.61 2.01 -0.38
81 H 1.28 1.11 1.36
82 C 6.00 -0.73 0.04
83 C 4.69 -0.59 0.75
84 O 4.87 0.37 1.74
85 H 6.71 -1.14 0.77
86 H 6.23 0.13 -0.59
87 H 6.08 -1.43 -0.64
88 H 4.38 -1.57 1.01
89 H 3.87 -0.17 0.27
90 H 3.97 0.68 1.80
91 C 3.44 3.53 0.81
92 C 3.02 3.31 2.30
93 O 2.58 2.07 2.47
94 H 3.86 4.50 0.57
95 H 2.81 3.44 -0.02
96 H 4.27 2.70 0.70
97 H 2.26 3.85 2.40
98 H 3.72 3.55 2.94
99 H 2.32 1.92 3.33

=====

Entry 2:
# C17H52InNO22P5

A molecular structure, C17H52InNO22P5 at a distorted geometry (the ωB97M-V functional and the def2-TZVPD basis, OMol25).

Results
**Spin multiplicity**: 1
**LUMO level**: 0.2903 eV
**HOMO-LUMO gap**: 4.08 eV
**HOMO level**: -3.7892 eV
**Largest force on an atom**: 0.14755 hartree/bohr
**Molecular weight**: 892.3 g mol⁻¹
**Total charge**: -1

Positions of all 98 atoms, in Å:
1 N 4.82 0.76 0.85
2 In 4.03 2.68 1.44
3 C 1.78 2.50 1.12
4 C 1.33 1.22 1.74
5 O 1.92 0.61 2.61
6 O 0.14 0.70 1.28
7 H 4.62 0.16 1.64
8 H 4.17 0.45 0.13
9 H 4.75 3.94 0.41
10 H 4.29 2.95 3.18
11 H 1.57 2.47 0.05
12 H 1.24 3.31 1.61
13 H -0.08 0.03 1.94
14 C -0.88 -2.45 4.27
15 O -1.80 -2.37 3.17
16 P -3.34 -2.85 3.54
17 O -3.47 -2.15 4.85
18 O -2.98 -4.44 3.70
19 C -2.24 -5.14 2.69
20 O -4.98 -3.07 3.34
21 C -5.52 -3.44 2.06
22 H 0.12 -2.32 3.85
23 H -1.07 -1.65 4.98
24 H -0.94 -3.42 4.77
25 H -1.29 -5.47 3.12
26 H -2.03 -4.52 1.82
27 H -2.81 -6.02 2.38
28 H -5.13 -4.41 1.74
29 H -5.28 -2.68 1.30
30 H -6.60 -3.51 2.15
31 C 5.98 -4.39 1.19
32 O 6.89 -3.49 0.57
33 P 6.40 -2.90 -0.89
34 O 4.98 -2.58 -0.64
35 O 6.65 -4.34 -1.67
36 C 7.82 -5.12 -1.45
37 O 6.60 -2.05 -2.30
38 C 7.91 -1.68 -2.75
39 H 6.51 -4.85 2.02
40 H 5.12 -3.84 1.57
41 H 5.65 -5.16 0.50
42 H 7.54 -6.06 -0.98
43 H 8.54 -4.62 -0.80
44 H 8.29 -5.32 -2.41
45 H 8.52 -2.58 -2.95
46 H 8.42 -1.05 -2.02
47 H 7.80 -1.12 -3.67
48 C 3.22 0.47 -4.04
49 O 3.62 1.75 -4.55
50 P 2.93 3.02 -3.80
51 O 2.98 2.74 -2.36
52 O 1.45 2.76 -4.48
53 C 1.30 2.36 -5.84
54 O 2.71 4.66 -3.85
55 C 3.02 5.39 -5.05
56 H 3.59 -0.27 -4.75
57 H 3.67 0.29 -3.07
58 H 2.14 0.40 -3.97
59 H 0.85 1.36 -5.87
60 H 2.24 2.33 -6.38
61 H 0.62 3.06 -6.34
62 H 2.39 5.05 -5.87
63 H 4.07 5.28 -5.33
64 H 2.83 6.44 -4.85
65 C -9.50 -9.08 5.09
66 O -10.04 -7.76 4.96
67 P -9.77 -7.04 3.53
68 O -10.07 -8.07 2.53
69 O -8.17 -6.80 3.80
70 C -7.63 -6.42 5.07
71 O -9.90 -5.69 2.59
72 C -10.07 -4.39 3.16
73 H -9.59 -9.34 6.14
74 H -10.08 -9.78 4.49
75 H -8.46 -9.11 4.78
76 H -6.99 -7.23 5.41
77 H -8.40 -6.24 5.82
78 H -7.03 -5.52 4.96
79 H -9.21 -4.14 3.79
80 H -10.99 -4.34 3.75
81 H -10.14 -3.68 2.34
82 C 1.36 11.26 -0.94
83 O 1.20 9.95 -1.50
84 P 1.46 9.84 -3.09
85 O 2.69 10.59 -3.38
86 O 0.09 10.62 -3.55
87 C -1.15 10.44 -2.87
88 O 1.39 8.76 -4.32
89 C 0.57 7.58 -4.20
90 H 0.95 11.21 0.07
91 H 2.41 11.52 -0.90
92 H 0.81 12.00 -1.52
93 H -1.44 11.39 -2.40
94 H -1.10 9.68 -2.09
95 H -1.91 10.16 -3.60
96 H -0.48 7.85 -4.08
97 H 0.90 6.98 -3.35
98 H 0.68 7.00 -5.11

=====

Entry 3:
# C33H40F3NP2Pd

A molecular structure, C33H40F3NP2Pd at a distorted geometry (the ωB97M-V functional and the def2-TZVPD basis, OMol25).

Results
**Spin multiplicity**: 1
**LUMO level**: 4.5198 eV
**HOMO-LUMO gap**: 4.97 eV
**HOMO level**: -0.4467 eV
**Largest force on an atom**: 0.02171 hartree/bohr
**Molecular weight**: 676.1 g mol⁻¹
**ΔE to the lowest compared entry with this formula, charge and spin**: 0.0 kJ/mol
**Total charge**: -2

Positions of all 80 atoms, in Å:
1 Pd 0.03 -0.17 -1.10
2 C 4.83 -1.24 -0.62
3 C 3.51 -0.53 -0.90
4 C 3.62 0.99 -0.73
5 P 1.92 -1.13 -0.15
6 C 1.97 -2.99 -0.37
7 C 2.13 -3.34 -1.85
8 C 2.92 -3.81 0.49
9 C 2.13 -1.03 1.68
10 C 3.26 -0.54 2.33
11 C 3.31 -0.37 3.71
12 C 2.18 -0.68 4.45
13 C 1.04 -1.18 3.85
14 C 0.98 -1.41 2.44
15 N -0.07 -1.85 1.74
16 C -1.23 -2.35 2.17
17 C -1.39 -3.20 3.30
18 C -2.62 -3.74 3.64
19 C -3.76 -3.45 2.90
20 C -3.61 -2.62 1.79
21 C -2.40 -2.07 1.39
22 P -2.24 -0.89 -0.04
23 C -3.87 0.01 0.06
24 C -4.05 0.86 -1.19
25 C -3.84 0.90 1.30
26 C -2.59 -2.00 -1.52
27 C -1.25 -2.58 -1.94
28 C -3.67 -3.07 -1.39
29 H 5.67 -0.66 -1.01
30 H 4.87 -2.22 -1.10
31 H 5.01 -1.41 0.45
32 H 3.27 -0.68 -1.96
33 H 3.93 1.27 0.28
34 H 2.67 1.49 -0.94
35 H 4.38 1.38 -1.42
36 H 0.96 -3.24 -0.07
37 H 3.17 -3.24 -2.18
38 H 1.52 -2.70 -2.49
39 H 1.84 -4.38 -2.04
40 H 3.96 -3.74 0.15
41 H 2.64 -4.87 0.46
42 H 2.90 -3.49 1.53
43 H 4.12 -0.27 1.74
44 H 4.21 0.02 4.18
45 H 2.18 -0.52 5.53
46 H 0.16 -1.38 4.44
47 H -0.51 -3.45 3.88
48 H -2.69 -4.39 4.51
49 H -4.73 -3.85 3.17
50 H -4.50 -2.39 1.21
51 H -4.71 -0.69 0.15
52 H -3.12 1.37 -1.46
53 H -4.83 1.62 -1.03
54 H -4.36 0.27 -2.06
55 H -3.01 1.61 1.23
56 H -3.71 0.32 2.22
57 H -4.78 1.47 1.39
58 H -2.89 -1.29 -2.30
59 H -0.84 -3.20 -1.13
60 H -0.55 -1.75 -2.16
61 H -1.31 -3.20 -2.84
62 H -3.45 -3.76 -0.57
63 H -3.73 -3.66 -2.31
64 H -4.66 -2.65 -1.20
65 F -0.90 9.29 -2.23
66 C 0.33 8.73 -2.09
67 F 1.07 9.21 -3.11
68 F 0.84 9.29 -0.97
69 C 0.28 7.24 -2.05
70 C 1.06 6.46 -2.89
71 C 1.00 5.08 -2.81
72 C 0.16 4.42 -1.90
73 C -0.61 5.24 -1.04
74 C -0.55 6.62 -1.12
75 C 0.09 3.01 -1.84
76 C -0.01 1.77 -1.82
77 H 1.72 6.92 -3.61
78 H 1.61 4.47 -3.47
79 H -1.26 4.76 -0.32
80 H -1.16 7.21 -0.45

=====

Entry 4:
# C32H73Cl14N3

A molecular structure, C32H73Cl14N3 at a distorted geometry (the ωB97M-V functional and the def2-TZVPD basis, OMol25).

Results
**Spin multiplicity**: 1
**LUMO level**: 0.1835 eV
**HOMO-LUMO gap**: 7.90 eV
**HOMO level**: -7.7142 eV
**Largest force on an atom**: 0.23154 hartree/bohr
**Molecular weight**: 996.3 g mol⁻¹
**ΔE to the lowest compared entry with this formula, charge and spin**: 227.8 kJ/mol

Positions of all 122 atoms, in Å:
1 Cl 2.61 -0.32 0.87
2 C 1.57 -0.73 -0.41
3 C 1.86 0.25 -1.60
4 Cl 0.83 -0.09 -3.04
5 H 0.32 -0.67 -0.12
6 H 1.83 -1.69 -0.98
7 H 2.83 -0.04 -1.97
8 H 1.87 1.42 -1.31
9 Cl 2.15 -2.26 5.55
10 C 2.54 -1.14 4.18
11 C 2.19 0.31 4.38
12 Cl 3.10 1.03 5.70
13 H 2.18 -1.66 3.31
14 H 3.61 -0.98 4.05
15 H 1.17 0.33 4.77
16 H 2.34 0.88 3.42
17 Cl 0.02 1.98 2.65
18 C -0.38 0.88 1.28
19 C -1.32 1.52 0.35
20 Cl -1.86 0.44 -0.92
21 H -0.89 0.05 1.78
22 H 0.56 0.48 0.98
23 H -1.01 2.34 0.05
24 H -2.15 1.85 0.90
25 Cl -4.24 2.21 -2.10
26 C -3.52 0.93 -3.11
27 C -2.00 1.08 -3.30
28 Cl -1.63 2.74 -3.87
29 H -4.12 0.58 -3.93
30 H -3.55 0.03 -2.48
31 H -1.60 0.44 -4.05
32 H -1.37 0.98 -2.23
33 Cl 4.43 1.53 -2.48
34 C 6.13 1.23 -2.14
35 C 6.72 0.27 -3.19
36 Cl 6.72 0.78 -4.90
37 H 6.26 0.88 -1.18
38 H 6.65 2.07 -2.29
39 H 6.38 -0.73 -3.16
40 H 7.70 0.15 -2.79
41 Cl 3.87 2.31 0.87
42 C 5.17 2.64 1.85
43 C 5.86 1.24 2.22
44 Cl 7.45 1.25 2.92
45 H 4.79 3.09 2.73
46 H 5.81 3.27 1.29
47 H 5.93 0.61 1.33
48 H 5.30 0.65 2.81
49 Cl 2.60 -6.23 -2.13
50 C 2.51 -4.56 -2.36
51 C 3.77 -4.08 -3.15
52 Cl 3.83 -2.39 -3.62
53 H 2.43 -4.12 -1.40
54 H 1.52 -4.50 -2.74
55 H 3.73 -4.55 -4.00
56 H 4.71 -4.26 -2.67
57 C -4.76 1.16 2.72
58 C -4.25 -0.30 2.68
59 N -2.92 -0.43 3.42
60 C -2.80 -0.09 4.82
61 C -3.92 -0.20 5.55
62 C -2.41 -1.84 3.32
63 C -0.84 -1.83 3.36
64 H -5.02 1.62 3.83
65 H -5.74 1.16 2.20
66 H -4.16 1.92 2.20
67 H -4.04 -0.43 1.45
68 H -5.11 -0.94 2.99
69 H -3.01 0.95 4.63
70 H -1.87 -0.25 5.35
71 H -4.88 -0.07 5.17
72 H -3.89 0.46 6.42
73 H -3.73 -1.10 6.25
74 H -2.91 -2.16 2.42
75 H -2.97 -2.29 4.14
76 H -0.29 -1.49 4.42
77 H -0.64 -1.14 2.66
78 H -0.29 -2.90 3.16
79 C 0.68 5.37 1.46
80 C -0.35 5.25 0.34
81 N -0.26 3.96 -0.55
82 C -1.41 3.50 -1.08
83 C -2.13 4.50 -1.73
84 C 0.85 4.00 -1.44
85 C 1.40 2.35 -1.70
86 H 0.65 6.23 2.08
87 H 1.62 5.18 1.07
88 H 0.40 4.65 2.20
89 H -0.17 6.25 -0.33
90 H -1.33 5.22 0.89
91 H -2.13 3.46 -0.18
92 H -1.37 2.33 -1.41
93 H -2.42 5.37 -1.52
94 H -3.12 4.12 -1.71
95 H -1.92 4.39 -2.83
96 H 1.57 4.31 -0.83
97 H 0.57 4.59 -2.30
98 H 1.74 1.87 -0.75
99 H 2.28 2.54 -2.36
100 H 0.63 1.66 -2.23
101 C -2.49 -2.68 0.08
102 C -2.55 -2.47 -1.40
103 N -2.64 -3.89 -2.06
104 C -3.09 -3.81 -3.35
105 C -2.92 -2.65 -4.21
106 C -1.24 -4.47 -2.15
107 C -1.37 -5.97 -2.12
108 H -1.53 -3.07 0.52
109 H -3.31 -3.31 0.27
110 H -2.46 -1.53 0.37
111 H -1.87 -1.74 -1.73
112 H -3.48 -2.07 -1.62
113 H -4.04 -3.49 -3.20
114 H -3.31 -4.77 -3.81
115 H -2.76 -1.53 -3.78
116 H -3.52 -2.77 -5.10
117 H -1.98 -2.67 -4.76
118 H -0.67 -4.18 -1.34
119 H -0.58 -4.28 -3.05
120 H -1.40 -6.45 -1.21
121 H -0.31 -6.44 -2.42
122 H -1.99 -6.42 -2.82

=====

Entry 5:
# C5H9NS2

C5H9NS2 in the gas phase at a distorted geometry (the ωB97M-V functional and the def2-TZVPD basis, OMol25).

Results
**Spin multiplicity**: 1
**LUMO level (alpha / beta)**: -0.0224 / -0.3628 eV
**HOMO-LUMO gap (alpha / beta)**: 7.54 / 6.94 eV
**HOMO level (alpha / beta)**: -7.5612 / -7.3078 eV
**Largest force on an atom**: 0.09548 hartree/bohr
**Molecular weight**: 147.3 g mol⁻¹
**ΔE to the lowest compared entry with this formula, charge and spin**: 486.7 kJ/mol

Positions of all 17 atoms, in Å:
1 C -0.26 0.67 1.33
2 C -1.45 0.51 0.42
3 C 1.50 1.44 -0.73
4 C -2.28 -0.64 0.98
5 C 2.30 0.26 -0.45
6 N -1.03 0.27 -0.89
7 S 0.43 0.42 2.75
8 S 0.08 1.35 -1.70
9 H -2.05 1.42 0.50
10 H 1.89 2.47 -0.45
11 H -3.11 -0.81 0.47
12 H -2.62 -0.41 1.97
13 H -1.63 -1.59 1.23
14 H 3.26 0.36 -1.10
15 H 1.74 -0.48 -0.94
16 H 2.42 0.04 0.56
17 H -0.74 -0.69 -0.77

=====

Entry 6:
# C3H11N2S

2 unconnected molecules or ions with the total composition C3H11N2S at a distorted geometry (the ωB97M-V functional and the def2-TZVPD basis, OMol25).

Results
**Spin multiplicity**: 1
**LUMO level**: -4.1191 eV
**HOMO-LUMO gap**: 9.85 eV
**HOMO level**: -13.9707 eV
**Largest force on an atom**: 0.08587 hartree/bohr
**Molecular weight**: 107.2 g mol⁻¹
**ΔE to the lowest compared entry with this formula, charge and spin**: 225.2 kJ/mol
**Total charge**: +1

Positions of all 17 atoms, in Å:
1 C 0.67 -1.04 1.57
2 C 0.30 2.04 -0.24
3 C -0.35 -0.05 -1.39
4 N 0.42 -1.62 0.20
5 N -0.69 1.10 -0.86
6 S -1.55 -0.96 -2.23
7 H -0.27 -0.23 1.80
8 H 0.72 -1.92 2.29
9 H 1.61 -0.57 1.60
10 H -0.20 2.89 0.12
11 H 0.84 1.47 0.49
12 H 1.00 2.30 -1.07
13 H 0.72 -0.06 -1.84
14 H 1.33 -1.96 -0.12
15 H -0.18 -2.47 0.16
16 H -1.62 1.24 -0.48
17 H -2.59 -0.92 -1.38

=====

Entry 7:
# C3H3N3O2

C3H3N3O2 in the gas phase at a distorted geometry (the ωB97M-V functional and the def2-TZVPD basis, OMol25).

Results
**Spin multiplicity**: 1
**LUMO level**: -0.1981 eV
**HOMO-LUMO gap**: 9.47 eV
**HOMO level**: -9.6688 eV
**Largest force on an atom**: 0.16252 hartree/bohr
**Molecular weight**: 113.1 g mol⁻¹
**ΔE to the lowest compared entry with this formula, charge and spin**: 395.7 kJ/mol

Positions of all 11 atoms, in Å:
1 N -0.30 0.24 2.46
2 N 0.69 0.07 1.50
3 C 0.41 -0.17 0.34
4 O 1.51 0.09 -0.65
5 C 0.95 -0.04 -1.72
6 N -0.37 -0.04 -1.87
7 C -0.85 -0.12 -0.54
8 O -1.97 -0.17 -0.11
9 H 0.28 0.37 3.46
10 H -1.27 0.20 2.15
11 H 1.54 0.17 -2.65